Entry 1:
The following is a quantum chemistry calculation of a single C4H9N3O molecule at a distorted geometry, from the OMol25 dataset.

F_max   1.03 eV/Å
Total charge   0
Orbital gap (alpha / beta)   6.91 / 6.91 eV
Calculated total energy   -397.108929 Eh

Each line ends with the natural charge from an NBO analysis.
Cartesian coordinates (Å):
C  0.14750  -0.00920  1.92592  0.782
N  -0.95680  -0.27168  0.89279  -0.495
N  1.34321  -0.15602  1.36792  -0.822
O  -0.17980  0.28552  3.04354  -0.565
H  2.16510  0.07620  1.90019  0.421
H  -0.92850  -1.25128  0.60035  0.422
H  -1.83596  -0.03351  1.36001  0.435
H  1.36349  -0.35061  0.35126  0.439
C  0.40993  -0.34202  -1.38463  -0.293
C  -0.83222  1.80027  -0.28222  -0.526
C  0.24554  -1.46110  -2.09043  -0.466
N  -0.93880  0.49070  -0.45921  -0.249
H  1.03244  0.47474  -1.76361  0.185
H  -1.29999  2.40807  -1.04360  0.202
H  -0.08362  2.25158  0.37012  0.148
H  0.78035  -1.66144  -3.01688  0.202
H  -0.43189  -2.25022  -1.77151  0.180

Cartesian forces, eV/Å:
-0.462 0.292 -0.112
0.647 0.051 -0.418
-0.063 -0.179 -0.376
0.103 -0.171 -0.426
-0.047 -0.022 -0.032
-0.085 -0.007 0.159
0.048 0.043 -0.143
0.081 0.180 0.458
-0.777 0.210 0.261
0.163 0.339 0.267
0.048 0.045 0.277
0.468 -0.918 -0.091
-0.053 0.027 0.179
-0.095 -0.035 0.056
0.075 -0.008 -0.129
0.017 0.087 0.097
-0.069 0.067 -0.027

---

Entry 2:
The following is a quantum chemistry calculation of a single C4H9N3O molecule at a distorted geometry, from the OMol25 dataset.

SMILES   C/N=C(C)/C(O)=N/N
F_max   3.07 eV/Å
Total charge   0
Orbital gap (alpha / beta)   7.25 / 7.59 eV
Calculated total energy   -397.143573 Eh

Each line ends with the natural charge from an NBO analysis.
Cartesian coordinates (Å):
C  -2.00648  0.68571  0.42970  -0.453
N  -0.84346  0.77252  -0.42356  -0.261
C  0.40895  0.72667  0.06491  0.137
C  1.11039  1.82927  0.77524  -0.668
C  0.87194  -0.56884  -0.12589  0.408
O  2.18367  -0.92873  -0.21525  -0.673
N  -0.21373  -1.32371  -0.43072  -0.284
N  -0.01228  -2.31371  -1.33621  -0.724
H  -2.36369  1.70497  0.61146  0.200
H  -2.76829  0.13827  -0.12889  0.215
H  -1.84328  0.16564  1.37994  0.192
H  0.72577  2.80408  0.47287  0.225
H  2.17158  1.81556  0.52690  0.241
H  1.00415  1.71278  1.85655  0.227
H  2.27229  -1.88713  -0.13568  0.493
H  -0.33478  -2.11586  -2.27894  0.370
H  -0.36276  -3.21748  -1.04241  0.355

Cartesian forces, eV/Å:
-0.125 0.960 0.009
-0.888 -0.608 -0.292
0.701 0.294 0.835
-0.117 0.157 0.145
-0.334 -1.119 -1.749
-0.445 0.341 0.260
0.386 1.558 1.284
1.556 -2.430 -1.061
-0.299 -0.049 0.211
0.006 0.155 0.071
0.201 0.149 -0.107
-0.095 -0.079 0.090
0.025 -0.138 0.087
0.079 0.158 0.073
-0.245 -0.024 -0.199
0.049 0.351 0.313
-0.453 0.325 0.032

---

Entry 3:
The following is a quantum chemistry calculation of 2 unconnected molecules or ions with the total composition C4H9N3O2 at a distorted geometry, from the OMol25 dataset.

SMILES   CNC(=O)O.CN=C=N
F_max   1.27 eV/Å
Total charge   0
Orbital gap   9.88 eV
Calculated total energy   -472.566216 Eh

Each line ends with the natural charge from an NBO analysis.
Cartesian coordinates (Å):
C  2.15424  -0.87885  1.71849  -0.414
N  1.65770  -0.09036  0.62143  -0.650
C  2.35924  0.08405  -0.50584  0.875
O  3.46223  -0.34988  -0.74058  -0.673
O  1.66876  0.84500  -1.39771  -0.708
H  2.21838  -0.27523  2.62602  0.189
H  1.50173  -1.73413  1.90581  0.190
H  3.14815  -1.23485  1.45164  0.236
H  0.72200  0.30650  0.67880  0.430
H  2.20959  0.95044  -2.19220  0.497
C  -3.47321  -0.27426  -1.40208  -0.413
N  -2.44159  0.54399  -0.88183  -0.470
C  -1.86988  0.78383  0.13863  0.681
N  -1.03131  1.00968  0.98893  -0.799
H  -3.55586  -0.05998  -2.46767  0.212
H  -4.43049  -0.05904  -0.91949  0.204
H  -3.23917  -1.33309  -1.26729  0.207
H  -1.06052  1.76617  1.64492  0.407

Cartesian forces, eV/Å:
0.105 -0.049 -0.001
-0.406 0.144 0.015
0.002 0.121 -0.150
0.444 -0.160 -0.157
-0.295 0.170 -0.095
0.035 -0.068 0.019
0.057 -0.008 0.040
-0.058 -0.014 0.090
0.230 -0.074 -0.041
0.103 -0.166 0.243
-0.520 -0.288 -0.214
0.224 0.402 0.196
-0.197 -0.015 -1.051
0.725 -0.048 1.046
-0.148 -0.158 0.074
0.052 -0.046 -0.082
-0.029 0.060 -0.029
-0.326 0.196 0.097

---

Entry 4:
The following is a quantum chemistry calculation of a molecular structure, C4H9N3O2 at a distorted geometry, from the OMol25 dataset.

F_max   5.13 eV/Å
Total charge   0
Orbital gap (alpha / beta)   6.83 / 6.83 eV
Calculated total energy   -472.452576 Eh

Each line ends with the natural charge from an NBO analysis.
Cartesian coordinates (Å):
C  2.38823  -0.44976  0.00801  -0.446
N  1.33214  0.53804  -0.12711  -0.546
C  0.36752  0.53377  -1.22972  0.572
C  -1.36448  -0.36873  0.37484  0.303
C  -0.60576  0.69708  -0.03260  0.064
N  -1.24880  -1.64849  -0.14418  -0.872
N  -0.79196  1.99708  0.46466  -0.832
O  -2.52731  -0.11037  1.07030  -0.713
O  0.38711  -0.34941  -2.07383  -0.600
H  -3.16656  -0.79198  0.82287  0.485
H  1.46041  1.41368  0.36522  0.411
H  -1.10699  -2.39330  0.52128  0.370
H  -0.63189  -1.69827  -0.95270  0.402
H  -1.55759  2.04179  1.12610  0.395
H  -0.90014  2.68130  -0.27572  0.367
H  2.24162  -1.19976  -0.77006  0.229
H  2.36347  -0.92136  0.99327  0.208
H  3.36096  0.02868  -0.14063  0.204

Cartesian forces, eV/Å:
0.385 0.321 -0.465
1.987 -0.315 -2.219
1.460 -2.481 4.241
0.931 1.737 -1.048
-4.134 0.132 -0.674
-0.149 -0.568 -0.452
-0.089 0.056 -0.168
-0.089 -0.009 0.771
0.057 1.381 -0.340
0.152 0.082 -0.108
-0.412 -0.115 0.083
0.245 0.045 0.048
-0.233 -0.136 0.241
0.014 -0.011 -0.035
-0.143 -0.004 0.044
0.050 0.019 0.087
-0.097 0.140 -0.046
0.064 -0.274 0.040

---

Entry 5:
The following is a quantum chemistry calculation of 2 unconnected molecules or ions with the total composition C4H9N3O2 at a distorted geometry, from the OMol25 dataset.

F_max   4.48 eV/Å
Total charge   0
Multiplicity   3
Orbital gap (alpha / beta)   8.30 / 7.22 eV
⟨S²⟩   2.008
Calculated total energy   -472.333700 Eh

Each line ends with the Löwdin spin population.
Cartesian coordinates (Å):
C  0.85026  1.66995  0.01495  0.002
C  -0.43054  1.33072  -0.93340  0.000
C  0.48805  -0.55778  -0.04720  0.009
C  -1.13906  -0.86515  -1.79722  0.000
N  1.28146  0.32460  0.48642  0.019
N  -0.62770  -0.11545  -0.69515  -0.002
N  0.15157  -1.49242  2.51469  0.875
O  -0.56347  -1.95121  3.33135  0.799
O  1.27697  -0.84615  3.00943  0.287
H  1.57326  2.33966  -0.32054  0.000
H  0.50826  2.14452  0.99492  0.001
H  -1.26898  1.87642  -0.57468  0.000
H  -0.42823  1.51857  -1.97829  0.000
H  0.72836  -1.57329  0.11548  0.006
H  -2.22548  -0.48486  -2.10458  0.000
H  -0.71743  -0.80724  -2.78241  0.000
H  -1.23425  -1.88049  -1.47474  0.000
H  1.77696  -0.63039  2.24098  0.006

Cartesian forces, eV/Å:
-3.503 -1.702 2.213
1.060 -0.061 2.058
1.407 2.330 1.169
-3.829 0.587 -0.633
0.024 -0.506 -1.981
0.734 0.895 -0.907
1.804 1.091 -1.529
-2.486 -1.543 2.004
-0.144 -0.320 1.620
1.553 0.505 -1.111
-0.131 -0.198 -1.358
-0.850 0.407 0.473
0.869 0.243 -1.095
-0.378 -1.162 -0.092
1.853 -0.805 1.230
1.447 0.170 -0.281
-0.125 -0.735 -0.107
0.695 0.806 -1.675

---

Entry 6:
The following is a quantum chemistry calculation of a single C4H9N3S molecule at a distorted geometry, from the OMol25 dataset.

SMILES   CN/C=N/C=N/SC
F_max   6.30 eV/Å
Total charge   0
Orbital gap   8.60 eV
Calculated total energy   -720.126005 Eh

Each line ends with the natural charge from an NBO analysis.
Cartesian coordinates (Å):
C  3.42215  0.65707  -0.30766  -0.413
N  2.56300  -0.32540  0.35247  -0.609
C  1.28737  -0.54752  -0.00090  0.319
N  0.50761  -1.51171  0.38739  -0.570
C  -0.78910  -1.46720  -0.09387  0.259
N  -1.51404  -0.45995  0.28940  -0.628
S  -3.11096  -0.62350  -0.28272  0.340
C  -3.89016  0.97254  0.33828  -0.731
H  3.09354  1.61983  -0.85482  0.235
H  4.30167  0.13826  -0.82026  0.193
H  3.87531  1.14665  0.39048  0.192
H  2.98341  -1.05361  1.06750  0.420
H  0.73741  0.26132  -0.70507  0.163
H  -0.98467  -2.45548  -0.96634  0.166
H  -3.74181  1.96533  -0.37792  0.224
H  -3.68856  1.05692  1.35298  0.215
H  -5.05216  0.62645  0.23107  0.222

Cartesian forces, eV/Å:
-0.137 -1.947 -3.681
0.155 -1.392 1.093
-3.021 0.894 -1.281
1.883 0.280 -0.570
0.192 -0.603 -1.158
0.006 -2.314 -1.276
-0.965 1.739 0.256
-2.636 -0.536 -4.455
-0.807 -2.408 0.119
-1.483 0.666 -0.076
3.014 2.691 4.828
-0.991 2.249 -2.182
1.823 -1.457 1.402
-0.144 3.108 2.882
-0.096 -2.724 2.123
0.544 0.603 1.692
2.664 1.150 0.284

---

Entry 7:
The following is a quantum chemistry calculation of a single C4H9N3S molecule at a distorted geometry, from the OMol25 dataset.

SMILES   [H]/N=C(/CCS)NN=C
F_max   4.18 eV/Å
Total charge   0
Orbital gap   9.60 eV
Calculated total energy   -720.164401 Eh

Each line ends with the natural charge from an NBO analysis.
Cartesian coordinates (Å):
H  1.06710  2.60123  -0.45593  0.326
N  0.18298  2.12938  -0.36755  -0.663
C  0.53604  0.94206  -0.20926  0.432
C  -0.52559  -0.09847  -0.02691  -0.481
C  -1.91866  0.61824  0.27077  -0.516
S  -3.28917  -0.52671  -0.15549  -0.072
N  1.84890  0.54593  0.04701  -0.483
N  2.18948  -0.77759  0.33950  -0.241
C  1.80848  -1.77630  -0.37579  -0.141
H  -0.17745  -0.65259  0.89455  0.229
H  -0.52255  -0.63380  -0.91495  0.228
H  -2.18555  1.02331  1.24819  0.231
H  -1.97670  1.47244  -0.44358  0.257
H  -2.94379  -1.56475  0.79302  0.125
H  2.31872  1.19992  0.77519  0.396
H  2.50896  -2.67124  -0.19660  0.202
H  1.07879  -1.83106  -1.22217  0.172

Cartesian forces, eV/Å:
0.361 1.339 -0.086
0.566 1.138 -0.667
-1.123 -1.184 1.225
-0.586 2.054 3.590
0.220 -0.638 -1.820
0.584 -1.354 1.330
1.100 0.521 1.865
0.462 -0.041 -1.231
1.697 -0.423 0.311
-0.751 -0.112 -1.286
-0.750 -1.584 -1.253
1.005 -0.220 0.095
-0.233 -0.716 0.498
-0.512 1.568 -1.386
-1.010 -1.705 -1.838
-1.767 1.026 -0.103
0.735 0.330 0.753

---

Entry 8:
The following is a quantum chemistry calculation of a single C4H9N3S molecule at a distorted geometry, from the OMol25 dataset.

SMILES   C[C@H]1CNN=CNS1
F_max   1.90 eV/Å
Total charge   0
Orbital gap   8.48 eV
Calculated total energy   -720.205923 Eh

Each line ends with the natural charge from an NBO analysis.
Cartesian coordinates (Å):
C  2.54050  0.29906  -0.35976  -0.622
C  1.29237  -0.05997  0.48944  -0.352
C  0.40324  1.15812  0.76372  -0.251
N  -0.46275  1.53628  -0.35398  -0.468
N  -1.72655  1.05795  -0.44958  -0.267
C  -2.06247  -0.13196  -0.09010  0.155
N  -1.19568  -1.09031  0.43066  -0.824
S  0.29742  -1.38732  -0.31266  0.394
H  2.23853  0.79474  -1.24488  0.218
H  3.17278  -0.56690  -0.67955  0.219
H  3.16988  0.99206  0.19343  0.212
H  1.57651  -0.55681  1.42980  0.211
H  -0.22642  0.94857  1.63345  0.198
H  1.01733  2.03742  1.04394  0.209
H  -0.39591  2.50087  -0.64836  0.378
H  -3.12741  -0.26503  0.00275  0.187
H  -1.53108  -1.80678  1.06240  0.404

Cartesian forces, eV/Å:
0.033 -1.200 0.723
0.557 -0.584 -0.059
-0.271 0.248 0.212
1.199 -0.237 -0.207
-0.984 -0.395 -0.001
0.654 1.695 0.554
0.316 -0.691 0.032
-0.047 0.485 -0.192
-0.463 0.524 -1.008
-0.627 0.506 0.476
0.102 -0.033 0.184
0.208 0.680 -0.072
0.038 0.034 0.018
-0.150 -0.462 -0.269
-0.307 -0.315 0.212
-0.183 -0.546 -0.322
-0.075 0.290 -0.282

---

Entry 9:
The following is a quantum chemistry calculation of a single C4H9N3S molecule at a distorted geometry, from the OMol25 dataset.

SMILES   C=NNCC(=S)NC
F_max   10.72 eV/Å
Total charge   0
Orbital gap   8.82 eV
Calculated total energy   -720.078389 Eh

Each line ends with the natural charge from an NBO analysis.
Cartesian coordinates (Å):
C  -1.83483  -1.59497  -1.23121  -0.229
N  -0.57928  -1.49798  -1.45814  -0.206
N  0.06243  -0.33491  -1.28096  -0.424
C  -0.49214  0.71940  -0.48272  -0.388
C  0.47617  1.51737  -0.08971  0.025
S  0.64311  3.02916  -0.47090  0.077
N  1.58562  0.71115  0.47640  -0.643
C  1.16316  -0.25083  1.66622  -0.462
H  -2.46230  -2.51174  -1.62226  0.215
H  -2.23646  -0.52910  -1.14969  0.151
H  1.03465  -0.51350  -0.70789  0.415
H  -1.10223  0.34991  0.47688  0.205
H  -1.41935  1.21774  -0.91302  0.239
H  2.20215  1.15779  1.04865  0.385
H  2.10369  -0.75951  1.90270  0.223
H  0.20345  -1.00448  1.33704  0.213
H  0.65216  0.29449  2.49861  0.203

Cartesian forces, eV/Å:
-0.812 1.479 -1.912
-0.286 -2.075 0.163
3.328 -0.864 2.108
-9.807 -4.279 -0.684
7.504 2.032 2.876
0.360 2.444 -0.096
-3.986 -2.026 1.168
-3.349 -1.011 -2.127
1.532 1.950 1.196
-0.979 -1.917 0.416
-2.568 0.096 -2.678
1.345 -0.062 -1.200
1.646 -0.073 -0.288
2.431 2.916 0.601
-0.668 -0.135 0.291
3.267 1.634 0.639
1.042 -0.109 -0.472

---

Entry 10:
The following is a quantum chemistry calculation of a gas-phase ion, C4H9N4 (charge +1) at a distorted geometry, from the OMol25 dataset.

SMILES   C=C=NNN=[N+](C)C
F_max   3.95 eV/Å
Total charge   +1
Orbital gap   9.34 eV
Calculated total energy   -376.413794 Eh

Each line ends with the natural charge from an NBO analysis.
Cartesian coordinates (Å):
C  -3.88473  -0.96138  -0.44420  -0.504
C  -3.12648  0.05287  -0.27101  0.386
N  -2.63101  1.14200  -0.08193  -0.288
N  -1.27540  1.24357  0.19524  -0.167
N  -0.53628  0.25697  0.00870  0.115
N  0.68542  0.16865  0.12526  -0.064
C  1.35685  -1.08154  -0.26205  -0.405
C  1.57618  1.22275  0.44880  -0.477
H  -4.15637  -1.40744  -1.32422  0.259
H  -4.60985  -1.27984  0.31980  0.273
H  -1.01545  2.30514  0.32020  0.426
H  0.90515  -1.49500  -1.17396  0.249
H  2.38215  -0.73804  -0.34517  0.225
H  1.19728  -1.76905  0.58455  0.241
H  2.60625  1.01976  0.26000  0.255
H  1.25086  2.17713  -0.01913  0.230
H  1.50269  1.36485  1.56090  0.246

Cartesian forces, eV/Å:
-1.471 -0.039 2.137
-0.770 -1.098 -0.076
0.587 1.811 -0.157
0.560 3.842 0.735
-1.288 -1.857 -0.512
1.513 -0.132 -1.047
-0.852 -0.439 0.672
-0.923 2.742 2.322
0.108 -0.816 -2.510
0.896 0.169 0.309
-0.146 -2.780 -0.108
0.386 0.222 0.280
0.080 -1.005 -0.375
0.450 -0.028 -0.494
0.363 -0.219 -0.512
0.384 -0.546 0.115
0.122 0.173 -0.779

---

Please write out number 9 again, unchanged.
The following is a quantum chemistry calculation of a single C4H9N3S molecule at a distorted geometry, from the OMol25 dataset.

SMILES   C=NNCC(=S)NC
F_max   10.72 eV/Å
Total charge   0
Orbital gap   8.82 eV
Calculated total energy   -720.078389 Eh

Each line ends with the natural charge from an NBO analysis.
Cartesian coordinates (Å):
C  -1.83483  -1.59497  -1.23121  -0.229
N  -0.57928  -1.49798  -1.45814  -0.206
N  0.06243  -0.33491  -1.28096  -0.424
C  -0.49214  0.71940  -0.48272  -0.388
C  0.47617  1.51737  -0.08971  0.025
S  0.64311  3.02916  -0.47090  0.077
N  1.58562  0.71115  0.47640  -0.643
C  1.16316  -0.25083  1.66622  -0.462
H  -2.46230  -2.51174  -1.62226  0.215
H  -2.23646  -0.52910  -1.14969  0.151
H  1.03465  -0.51350  -0.70789  0.415
H  -1.10223  0.34991  0.47688  0.205
H  -1.41935  1.21774  -0.91302  0.239
H  2.20215  1.15779  1.04865  0.385
H  2.10369  -0.75951  1.90270  0.223
H  0.20345  -1.00448  1.33704  0.213
H  0.65216  0.29449  2.49861  0.203

Cartesian forces, eV/Å:
-0.812 1.479 -1.912
-0.286 -2.075 0.163
3.328 -0.864 2.108
-9.807 -4.279 -0.684
7.504 2.032 2.876
0.360 2.444 -0.096
-3.986 -2.026 1.168
-3.349 -1.011 -2.127
1.532 1.950 1.196
-0.979 -1.917 0.416
-2.568 0.096 -2.678
1.345 -0.062 -1.200
1.646 -0.073 -0.288
2.431 2.916 0.601
-0.668 -0.135 0.291
3.267 1.634 0.639
1.042 -0.109 -0.472

---

Question: The highest calculated total energy belongs to which entry?
Answer: C4H9N4